Record 1
104
Properties=species:S:1:pos:R:3 method="wB97M-V/def2-TZVPD" orbital_gap_ev=6.606 total_energy_ha=-1841.9267 spin_multiplicity=1 total_charge=-1 molar_mass_da=592.78
N 3.5969 0.3835 -3.6093
C 3.2593 1.1050 -4.8446
C 1.7724 1.0865 -5.1582
C 1.0450 2.3372 -4.7012
C -0.4720 2.2471 -4.6195
C -1.0372 1.0905 -3.8286
P -2.5858 0.3443 -4.6577
I -1.6620 -2.2226 -4.2296
H 2.7842 -0.0919 -3.2386
H 3.9127 1.0200 -2.8939
H 3.5706 2.1437 -4.7337
H 3.8305 0.6893 -5.6704
H 1.3374 0.2094 -4.6872
H 1.6261 0.9684 -6.2298
H 1.3068 3.1225 -5.4124
H 1.4430 2.6611 -3.7367
H -0.8342 3.1697 -4.1679
H -0.8808 2.2354 -5.6351
H -0.3176 0.2951 -3.6944
H -1.3740 1.4088 -2.8447
H -1.8535 0.3339 -5.9212
H -3.7011 -0.3100 -5.2867
H -3.2522 0.2291 -3.3648
H -3.1367 1.6704 -4.9028
C -4.7844 2.5791 2.4552
C -5.7324 2.6836 1.2636
C -5.4398 1.6633 0.1648
C -4.0552 1.7801 -0.4718
C -3.7494 3.1406 -1.0933
C -4.6986 3.5107 -2.2293
H -3.7519 2.7723 2.1624
H -5.0452 3.2966 3.2355
H -4.8232 1.5792 2.8938
H -5.6893 3.6958 0.8515
H -6.7602 2.5409 1.6106
H -6.2057 1.7465 -0.6110
H -5.5438 0.6552 0.5814
H -3.9616 1.0161 -1.2454
H -3.2885 1.5444 0.2732
H -2.7270 3.1179 -1.4778
H -3.7707 3.9222 -0.3250
H -4.6650 2.7531 -3.0121
H -4.4218 4.4657 -2.6795
H -5.7306 3.5992 -1.8801
C 7.3431 1.9316 2.3739
C 6.2725 1.3222 1.4730
C 6.5878 1.4237 -0.0170
C 6.7032 2.8523 -0.5510
C 5.4643 3.7149 -0.3128
C 4.2051 3.1517 -0.9646
H 7.4588 3.0019 2.1962
H 7.0928 1.8010 3.4274
H 8.3118 1.4577 2.2002
H 5.3082 1.7940 1.6805
H 6.1513 0.2653 1.7255
H 5.8170 0.8886 -0.5771
H 7.5241 0.8952 -0.2215
H 6.8986 2.8004 -1.6264
H 7.5738 3.3468 -0.1107
H 5.6594 4.7172 -0.7021
H 5.2924 3.8365 0.7605
H 4.3439 3.0450 -2.0430
H 3.3483 3.8066 -0.8067
H 3.9444 2.1736 -0.5574
C -5.6923 -5.1519 2.9655
C -5.3584 -3.6649 2.8842
C -6.0910 -2.9355 1.7600
C -5.7749 -3.4477 0.3534
C -4.2943 -3.4108 -0.0228
C -3.7021 -2.0068 -0.0038
H -5.3977 -5.6782 2.0570
H -5.1778 -5.6283 3.8014
H -6.7656 -5.3020 3.1046
H -4.2795 -3.5405 2.7626
H -5.6136 -3.1874 3.8346
H -5.8569 -1.8693 1.8193
H -7.1704 -3.0166 1.9296
H -6.3345 -2.8426 -0.3663
H -6.1501 -4.4694 0.2414
H -4.1791 -3.8275 -1.0252
H -3.7210 -4.0628 0.6440
H -4.2422 -1.3522 -0.6894
H -2.6615 -2.0154 -0.3266
H -3.7381 -1.5607 0.9943
C 2.9942 -0.9700 2.2196
C 3.8565 -2.2251 2.3185
C 3.0709 -3.4785 2.6994
C 2.3822 -3.4086 4.0633
C 3.3181 -3.1288 5.2378
C 4.3889 -4.1988 5.4338
H 2.5349 -0.7164 3.1763
H 3.5915 -0.1133 1.9057
H 2.1948 -1.1031 1.4886
H 4.6642 -2.0577 3.0379
H 4.3422 -2.4018 1.3556
H 3.7412 -4.3419 2.6703
H 2.3102 -3.6644 1.9362
H 1.8649 -4.3568 4.2404
H 1.6028 -2.6431 4.0402
H 2.7183 -3.0509 6.1481
H 3.7967 -2.1544 5.1078
H 3.9338 -5.1798 5.5864
H 5.0111 -3.9813 6.3029
H 5.0496 -4.2701 4.5688



Record 2
116
Properties=species:S:1:pos:R:3 method="wB97M-V/def2-TZVPD" orbital_gap_ev=8.502 total_energy_ha=-2235.5466 spin_multiplicity=1 smiles=CC1(C)CCCC(C)(C)N1O.CC1(C)CCCC(C)(C)N1O.OCCO.OCCO.OCCO.OCCO.OCCO.CO e_above_lowest_kj_mol=41.0 total_charge=0 molar_mass_da=656.90
C -0.3099 0.2384 2.9532
C 0.7282 0.9116 3.8385
C 0.1603 0.8050 5.2904
C 2.1307 0.2598 3.6253
C 3.2576 1.1157 4.2261
C 3.2544 2.4535 3.6452
C 1.9301 3.1993 3.8275
C 1.7345 3.7307 5.2421
C 2.0089 4.4059 2.8644
N 0.8672 2.2893 3.3387
O -0.4235 2.9442 3.5914
H 0.0953 0.1845 1.9299
H -0.5264 -0.7497 3.2768
H -1.2355 0.7710 2.9085
H -0.1498 -0.2126 5.4534
H 0.8510 1.0566 6.0638
H -0.7315 1.4157 5.1954
H 2.1622 -0.6522 4.1713
H 2.2056 0.0363 2.5195
H 3.1744 1.1417 5.2719
H 4.2424 0.6501 4.0127
H 3.4026 2.4855 2.5678
H 4.0756 3.1255 4.0089
H 2.2878 3.0794 5.9021
H 0.7096 3.7951 5.5245
H 2.2130 4.6981 5.2637
H 1.2083 5.0985 3.0638
H 1.8422 4.0101 1.8702
H 2.9374 4.9267 2.9865
H -0.5992 3.2698 2.6567
C 6.0402 -3.6521 0.4282
C 4.7093 -3.3307 -0.3163
C 5.0270 -2.1682 -1.2444
C 4.2399 -4.5434 -1.2081
C 2.9378 -4.3135 -1.8649
C 1.9229 -4.0861 -0.7659
C 2.2850 -2.8313 0.1265
C 2.1099 -1.4919 -0.5253
C 1.2835 -2.7795 1.3014
N 3.5790 -3.1353 0.6687
O 3.8971 -2.1011 1.6113
H 6.3303 -2.7478 1.0800
H 5.9070 -4.5308 1.1579
H 6.8162 -3.9253 -0.3536
H 4.2863 -1.9585 -2.0174
H 5.2387 -1.2184 -0.7109
H 5.9050 -2.3785 -1.7759
H 5.1085 -4.9411 -1.8221
H 4.1461 -5.3842 -0.5755
H 2.9051 -3.5618 -2.6436
H 2.6805 -5.2817 -2.3291
H 1.8080 -4.9874 -0.1176
H 0.9397 -3.9464 -1.1377
H 1.0799 -1.2331 -0.6832
H 2.5270 -1.4386 -1.5158
H 2.4118 -0.6770 0.1243
H 1.3089 -1.9366 1.9310
H 1.5180 -3.7284 1.8398
H 0.2497 -2.7647 0.8952
H 4.2870 -1.3868 1.0497
O -4.4640 1.0605 -3.5309
C -4.6246 2.5272 -3.6054
C -5.7290 2.9419 -2.6668
O -5.3136 2.9644 -1.3070
H -4.0773 0.7234 -2.6764
H -3.6721 3.1050 -3.3854
H -4.8891 2.7928 -4.6044
H -6.7148 2.3678 -2.9244
H -5.8762 3.9594 -2.9310
H -5.2787 2.0871 -0.9150
O -3.8623 -2.7129 -0.9048
C -4.1072 -4.0838 -0.8586
C -3.2883 -4.7985 0.1714
O -1.9394 -4.8898 -0.3327
H -2.9574 -2.6073 -1.3283
H -5.1569 -4.2140 -0.6030
H -4.0245 -4.4609 -1.8413
H -3.6466 -5.8304 0.2769
H -3.2792 -4.3098 1.1196
H -1.3365 -5.2326 0.3420
O -1.2584 3.5066 0.8130
C -2.4240 2.6444 0.8606
C -3.5679 3.3169 1.5803
O -3.9730 4.4422 0.8523
H -1.5511 4.2962 0.4265
H -2.6511 2.4367 -0.1972
H -2.1576 1.6641 1.2226
H -3.1852 3.5704 2.5918
H -4.4516 2.6693 1.8214
H -4.5684 4.1961 0.1455
O 1.0561 1.5471 -2.7902
C 0.6957 2.6315 -1.8732
C -0.1371 3.5347 -2.7382
O -1.3804 2.9411 -3.0064
H 1.6938 0.9530 -2.3611
H 0.2514 2.1501 -0.9723
H 1.5920 3.2232 -1.5685
H 0.4770 3.7730 -3.6512
H -0.3724 4.4419 -2.1835
H -1.2400 2.2022 -3.5909
O -1.8667 0.8886 -4.8761
C -1.2919 -0.2377 -5.5174
C -2.3724 -1.2558 -5.9047
O -3.0618 -1.8275 -4.8021
H -2.7441 0.6307 -4.5157
H -0.8327 0.1875 -6.3915
H -0.5586 -0.7996 -4.9014
H -1.8347 -1.9997 -6.5049
H -3.1114 -0.7884 -6.5675
H -2.5347 -2.4424 -4.3189
C -2.2004 -0.2810 -1.1170
O -3.5867 0.1703 -1.0589
H -1.9532 -0.8296 -0.1701
H -2.0037 -0.9008 -1.9907
H -1.6048 0.5524 -1.2193
H -4.0408 -0.6204 -0.7166